C43H27N9O7Ta as an isolated structure, computed with ωB97M-V/def2-TZVPD.

The geometry in XYZ format:
```
87
C43H27N9O7Ta, DFT ωB97M-V/def2-TZVPD
Ta 0.450 -0.083 -0.122
C 1.863 6.098 1.111
C 0.979 5.933 2.186
C 0.540 4.679 2.571
C 0.997 3.595 1.835
C 0.733 2.179 1.948
N -0.005 1.655 2.883
C -0.337 0.378 2.908
C -1.091 -0.216 3.982
C -1.566 0.303 5.183
C -2.293 -0.546 5.992
C -2.540 -1.878 5.619
C -2.068 -2.394 4.428
C -1.338 -1.539 3.610
C -0.717 -1.728 2.323
N -0.769 -2.849 1.648
C -0.091 -3.044 0.547
N 0.786 -2.142 -0.054
C 1.469 -2.832 -1.037
N 2.493 -2.388 -1.735
C 2.987 -1.186 -1.608
N 2.468 -0.140 -0.855
C 3.232 0.971 -1.132
N 3.021 2.190 -0.698
C 2.140 2.441 0.239
N 1.403 1.498 0.932
C 1.872 3.761 0.761
C 2.330 5.016 0.386
C 4.314 0.620 -2.022
C 5.347 1.372 -2.562
C 6.224 0.719 -3.409
C 6.075 -0.642 -3.704
C 5.044 -1.391 -3.164
C 4.165 -0.733 -2.316
C 0.963 -4.172 -1.130
C 1.317 -5.242 -1.948
C 0.643 -6.430 -1.759
C -0.348 -6.561 -0.769
C -0.687 -5.509 0.055
C -0.021 -4.302 -0.145
N -0.100 -0.552 1.924
H 2.181 7.097 0.845
H 0.626 6.807 2.715
H -0.142 4.543 3.399
H -1.369 1.330 5.461
H -2.682 -0.186 6.935
H -3.114 -2.509 6.285
H -2.255 -3.419 4.136
H 3.014 5.135 -0.443
H 5.450 2.424 -2.331
H 7.043 1.265 -3.858
H 6.784 -1.113 -4.372
H 4.920 -2.441 -3.390
H 2.091 -5.136 -2.697
H 0.880 -7.286 -2.376
H -0.845 -7.514 -0.652
H -1.438 -5.606 0.828
C 0.052 -2.308 -4.569
C -0.630 -1.351 -3.603
C -1.854 -0.687 -4.228
O -0.980 -2.010 -2.388
C 0.348 -0.235 -3.211
O 1.169 0.221 -3.950
O 0.137 0.266 -1.976
H -0.656 -3.075 -4.888
H 0.901 -2.791 -4.086
H 0.408 -1.767 -5.443
H -2.568 -1.455 -4.534
H -1.568 -0.117 -5.111
H -2.336 -0.019 -3.512
H -1.826 -2.456 -2.507
O -2.111 -0.503 0.157
C -2.101 0.723 0.330
O -0.992 1.358 0.087
C -3.239 1.527 0.831
C -4.476 0.936 1.066
C -5.518 1.692 1.575
C -5.330 3.034 1.867
C -4.088 3.599 1.637
C -3.036 2.873 1.117
N -3.869 5.017 1.972
O -2.767 5.480 1.751
O -4.809 5.637 2.416
H -4.603 -0.117 0.847
H -6.483 1.237 1.752
H -6.123 3.645 2.272
H -2.080 3.346 0.946
```

Properties
net charge	+1
HOMO-LUMO gap (spin up / spin down)	4.62 / 4.62	eV
HOMO (spin up / spin down)	-0.3402 / -0.3401	Eh
energy above the lowest of the compared OMol25 structures with the same formula, charge and spin	64.1	kJ/mol

A 11-piece molecular cluster, C32H90F21N7O9P3 overall, computed with ωB97M-V/def2-TZVPD.

The geometry in XYZ format:
```
162
C32H90F21N7O9P3, DFT ωB97M-V/def2-TZVPD
C -2.321 1.002 4.899
C -2.712 2.248 5.773
C -1.661 2.666 6.750
O -2.102 3.872 7.351
C -1.201 4.575 8.143
N -3.021 3.451 4.815
H -2.999 4.315 5.338
H -2.503 3.645 3.970
H -3.999 3.283 4.629
H -3.204 0.678 4.349
H -2.008 0.105 5.434
H -1.610 1.258 4.114
H -3.613 2.101 6.369
H -0.671 2.813 6.319
H -1.610 1.762 7.358
H -0.183 4.685 7.767
H -1.107 3.982 9.052
H -1.563 5.569 8.405
C 2.517 -3.476 2.764
C 1.913 -4.836 2.915
C 3.004 -5.938 2.668
O 2.500 -7.267 2.809
C 1.892 -7.811 1.657
N 1.325 -4.986 4.324
H 1.922 -4.660 5.071
H 0.555 -4.335 4.380
H 1.067 -5.920 4.609
H 2.850 -3.323 1.737
H 3.332 -3.298 3.465
H 1.843 -2.627 2.878
H 1.014 -4.997 2.319
H 3.834 -5.905 3.374
H 3.506 -5.766 1.716
H 2.591 -8.119 0.879
H 1.107 -7.167 1.260
H 1.315 -8.720 1.822
C -6.115 0.274 -3.049
C -4.926 -0.727 -3.127
C -4.990 -1.820 -1.975
O -4.774 -1.179 -0.761
C -4.741 -2.056 0.326
N -5.012 -1.394 -4.508
H -4.270 -2.079 -4.499
H -5.943 -1.780 -4.575
H -4.685 -0.746 -5.211
H -6.301 0.766 -4.004
H -5.955 0.966 -2.222
H -7.027 -0.182 -2.666
H -3.910 -0.337 -3.192
H -4.124 -2.395 -2.301
H -5.896 -2.409 -2.121
H -5.613 -2.705 0.412
H -4.920 -1.513 1.254
H -3.823 -2.640 0.389
C -2.994 6.424 0.294
C -2.340 5.114 0.630
C -3.235 3.847 0.702
O -2.567 2.668 1.072
C -3.454 1.492 1.053
N -1.081 4.749 -0.263
H -0.719 3.851 0.024
H -1.201 4.775 -1.266
H -0.385 5.466 -0.119
H -3.619 6.800 1.103
H -3.580 6.281 -0.614
H -2.245 7.182 0.064
H -1.735 5.287 1.520
H -3.795 3.719 -0.224
H -3.918 4.129 1.504
H -2.940 0.632 1.483
H -3.852 1.278 0.061
H -4.306 1.563 1.729
C 2.877 1.018 -3.998
C 3.888 0.848 -2.903
C 3.692 -0.450 -2.119
O 4.465 -0.329 -0.937
C 4.404 -1.392 0.019
N 5.323 0.860 -3.500
H 5.937 0.259 -2.969
H 5.380 0.568 -4.465
H 5.662 1.812 -3.482
H 3.109 1.973 -4.469
H 1.852 1.192 -3.670
H 2.758 0.337 -4.841
H 3.866 1.753 -2.295
H 3.985 -1.315 -2.715
H 2.633 -0.433 -1.860
H 4.519 -2.393 -0.398
H 3.439 -1.437 0.523
H 5.080 -1.202 0.854
C 4.622 3.349 1.562
C 4.473 4.625 0.720
C 4.037 4.344 -0.720
O 2.616 4.008 -0.803
C 2.122 4.067 -2.137
N 3.583 5.692 1.414
H 4.203 6.329 1.893
H 3.179 6.265 0.687
H 2.804 5.535 2.038
H 5.176 2.609 0.983
H 3.600 3.066 1.814
H 5.067 3.492 2.547
H 5.448 5.103 0.622
H 4.707 3.578 -1.108
H 4.129 5.289 -1.255
H 1.275 3.392 -2.259
H 2.858 3.709 -2.858
H 1.895 5.094 -2.423
C -0.806 -2.723 0.589
C -1.016 -1.287 -0.008
C -0.365 -0.277 0.874
O 1.086 -0.444 0.998
C 1.844 0.572 1.574
N -0.417 -1.175 -1.440
H 0.532 -1.516 -1.380
H -0.982 -1.741 -2.056
H -0.505 -0.221 -1.759
H 0.269 -2.900 0.617
H -1.313 -3.489 0.002
H -1.116 -2.734 1.634
H -2.056 -0.962 -0.011
H -0.868 -0.247 1.841
H -0.468 0.743 0.504
H 1.908 1.420 0.892
H 2.924 0.423 1.583
H 1.525 0.857 2.577
P 1.795 -4.670 -1.794
F 3.343 -4.909 -1.297
F 1.326 -4.946 -0.284
F 1.814 -3.079 -1.444
F 0.249 -4.510 -2.141
F 2.152 -4.454 -3.391
F 1.500 -6.244 -2.051
P -1.614 2.417 -3.521
F -2.572 2.675 -4.807
F -1.191 0.928 -3.918
F -0.343 3.151 -4.225
F -0.702 2.118 -2.166
F -1.993 3.844 -2.848
F -2.885 1.876 -2.665
P 5.054 -0.109 4.673
F 5.509 -1.002 3.335
F 6.508 -0.501 5.321
F 5.871 1.173 4.060
F 4.706 0.640 6.097
F 3.614 0.231 3.964
F 4.520 -1.479 5.312
C -1.809 -3.227 -4.600
O -2.487 -2.980 -5.807
O -1.843 -1.968 -3.914
C -2.568 -4.432 -3.944
F -2.263 -5.638 -4.343
F -2.317 -4.469 -2.617
F -3.956 -4.366 -4.027
C -1.816 -3.370 -7.072
C -2.862 -3.316 -8.204
H -2.645 -4.186 -8.824
H -3.898 -3.466 -7.900
H -2.698 -2.464 -8.864
H -1.672 -4.435 -6.888
H -0.879 -2.915 -7.394
H -0.792 -3.594 -4.738
```

Properties
net charge	+3
HOMO-LUMO gap	4.47	eV
HOMO	-0.4581	Eh

BrHNO as an isolated structure, computed with ωB97M-V/def2-TZVPD.

The geometry in XYZ format:
```
4
BrHNO, DFT ωB97M-V/def2-TZVPD
N 0.123 0.171 0.481
O 0.742 -1.330 -0.079
Br -1.636 0.699 -0.103
H 0.771 0.459 -0.299
```

Properties
net charge	-1
HOMO-LUMO gap	7.05	eV
HOMO	-0.1134	Eh
energy above the lowest of the compared OMol25 structures with the same formula, charge and spin	224.1	kJ/mol

Max |F|, record by record: 0.7 4.6 4.9 eV Å⁻¹
E, record by record: -2731.34715 -5454.40202 -2704.49266 a.u.